DFT (ωB97M-V/def2-TZVPD) results for a structure of composition C38H35BrN6O5V.

Results
- ΔE to the lowest compared entry with this formula, charge and spin (kJ/mol) = 14.90
- multiplicity = 3
- strongest force on any atom (eV Å⁻¹) = 0.092
- HOMO-LUMO gap (spin up / spin down) (eV) = 7.1 / 7.3
- net charge = +1

The geometry in XYZ format:
```
86
Properties=species:S:1:pos:R:3:lowdin_spin:R:1
V 0.89 0.07 -0.02 2.023
O 1.16 -0.57 6.10 0.004
C 1.00 -0.59 4.77 0.007
C -0.24 -0.72 4.16 -0.001
C -0.32 -0.71 2.78 0.009
N 0.77 -0.53 2.02 0.002
C 1.97 -0.45 2.62 0.007
C 2.14 -0.48 3.98 -0.001
C 3.16 -0.35 1.67 0.004
O 4.29 -0.35 2.10 0.003
O 2.81 -0.29 0.42 0.012
C -1.64 -0.99 2.06 0.001
O -2.56 -0.19 2.24 0.000
O -1.61 -2.04 1.36 0.003
H 0.31 -0.64 6.55 0.000
H -1.15 -0.83 4.74 0.000
H 3.13 -0.41 4.41 0.000
Br 1.81 3.69 6.41 0.000
C 1.71 3.23 4.59 -0.001
C 2.86 3.26 3.81 0.000
C 2.78 2.90 2.47 -0.001
C 1.56 2.51 1.94 0.002
C 0.42 2.47 2.72 0.000
C 0.49 2.84 4.05 0.000
N 1.48 2.06 0.58 -0.004
C 2.00 2.77 -0.33 0.009
C 1.94 2.30 -1.72 0.006
C 2.34 3.11 -2.77 -0.001
C 2.16 2.66 -4.07 0.007
C 1.58 1.42 -4.27 0.000
C 1.23 0.67 -3.16 0.009
N 1.42 1.07 -1.91 0.004
H 3.81 3.54 4.25 0.000
H 3.68 2.86 1.87 0.000
H -0.52 2.14 2.30 0.000
H -0.39 2.82 4.67 0.000
H 2.45 3.74 -0.13 0.000
H 2.76 4.09 -2.57 0.000
H 2.45 3.28 -4.91 0.000
H 1.39 1.04 -5.26 0.000
H 0.75 -0.30 -3.28 0.001
C 1.02 -4.51 0.14 0.000
C 1.10 -3.02 0.52 0.002
N 0.96 -2.16 -0.67 0.002
C -0.31 -2.51 -1.35 0.002
C -0.28 -3.96 -1.87 0.000
N 0.98 -4.60 -1.36 0.000
C 2.18 -3.91 -1.93 0.000
C 2.10 -2.41 -1.57 0.003
H 0.10 -4.98 0.51 0.000
H 1.88 -5.09 0.48 0.000
H 2.05 -2.80 0.99 0.000
H 0.27 -2.78 1.19 0.000
H -0.47 -1.82 -2.18 0.000
H -1.11 -2.36 -0.63 0.000
H -0.26 -4.03 -2.95 0.000
H -1.12 -4.54 -1.49 0.000
H 0.99 -5.58 -1.64 0.000
H 2.18 -4.09 -3.01 0.000
H 3.06 -4.40 -1.50 0.000
H 1.97 -1.82 -2.47 0.001
H 3.00 -2.08 -1.07 0.000
N -0.85 0.43 -0.48 -0.186
C -1.98 0.73 -0.95 0.050
C -2.68 -0.28 -1.81 -0.001
C -2.44 -0.35 -3.18 0.001
C -3.02 -1.36 -3.94 0.000
C -3.84 -2.30 -3.33 -0.001
C -4.09 -2.22 -1.96 0.000
C -3.52 -1.21 -1.20 0.001
C -2.65 2.03 -0.68 -0.004
C -2.69 2.54 0.62 0.008
C -3.27 3.77 0.86 -0.001
C -3.80 4.51 -0.19 0.008
C -3.78 4.00 -1.48 -0.002
C -3.22 2.76 -1.73 0.008
H -1.80 0.39 -3.66 0.000
H -2.85 -1.40 -5.01 0.000
H -4.30 -3.08 -3.92 0.000
H -4.74 -2.94 -1.48 0.000
H -3.68 -1.15 -0.13 0.000
H -2.34 1.91 1.43 0.000
H -3.32 4.15 1.87 0.000
H -4.25 5.48 0.00 0.001
H -4.21 4.56 -2.30 0.000
H -3.23 2.35 -2.73 0.000
```

***

DFT (ωB97M-V/def2-TZVPD) results for an isolated molecule of C4H9NO.

Results
- ΔE to the lowest compared entry with this formula, charge and spin (kJ/mol) = 180.50
- SMILES string = CC/N=C\CO
- strongest force on any atom (eV Å⁻¹) = 0.421
- HOMO-LUMO gap (eV) = 10.1

The geometry in XYZ format:
```
15
Properties=species:S:1:pos:R:3:nbo_charge:R:1
C -2.36 -0.08 -0.55 -0.604
C -0.85 -0.20 -0.44 -0.262
N -0.42 0.49 0.78 -0.396
C 0.78 0.46 1.18 0.093
C 2.01 -0.18 0.54 -0.147
O 2.05 -0.13 -0.87 -0.702
H -2.74 -0.60 -1.44 0.204
H -2.84 -0.50 0.34 0.209
H -2.65 0.97 -0.62 0.208
H -0.54 -1.26 -0.40 0.189
H -0.36 0.22 -1.33 0.198
H 0.98 0.96 2.13 0.169
H 2.05 -1.24 0.82 0.201
H 2.90 0.30 0.98 0.174
H 1.99 0.79 -1.13 0.466
```

***

DFT (ωB97M-V/def2-TZVPD) results for a structure of composition C24H28LaNO3.

Results
- strongest force on any atom (eV Å⁻¹) = 3.687
- HOMO-LUMO gap (eV) = 7.5

The geometry in XYZ format:
```
57
Properties=species:S:1:pos:R:3:mulliken_charge:R:1
C -3.14 -1.63 -1.08 -0.278
C -2.19 -1.24 -2.10 -0.709
C -0.91 -1.82 -1.78 -0.258
H -2.39 -0.56 -2.94 0.411
C -1.06 -2.61 -0.57 -0.671
C -2.45 -2.49 -0.13 -1.057
H -0.23 -3.02 0.06 0.606
C -3.20 1.46 0.60 -0.788
C -2.93 1.55 -0.82 -0.520
C -1.60 2.05 -1.01 -0.602
H -3.61 1.21 -1.61 0.609
C -1.06 2.28 0.28 -0.188
C -2.02 1.94 1.30 -0.882
H 0.03 -1.64 -2.32 0.387
H -2.85 -2.81 0.84 0.714
H -4.18 -1.29 -0.98 0.466
H -1.81 1.85 2.39 0.455
H -1.07 2.15 -1.98 0.363
H -4.06 0.98 1.08 0.555
La -1.39 -0.29 0.37 0.965
C 0.37 2.77 0.61 2.607
C 0.19 4.04 1.46 -1.932
C 1.15 3.09 -0.69 -2.169
H -0.56 4.67 0.98 0.430
H 1.14 4.57 1.52 0.518
H -0.15 3.78 2.47 0.357
H 0.70 3.96 -1.16 0.495
H 1.14 2.24 -1.39 0.286
H 2.19 3.32 -0.42 0.395
C 1.18 1.73 1.47 -1.397
C 1.62 0.50 0.69 0.452
H 0.58 1.40 2.34 0.259
H 2.08 2.22 1.85 0.431
O 0.83 -0.16 -0.07 -0.054
N 2.86 0.03 0.78 0.035
C 3.22 -1.35 0.42 -1.227
H 3.58 0.76 0.83 0.366
C 3.17 -1.67 -1.07 1.000
C 2.77 -2.93 -1.52 -0.356
H 2.46 -3.69 -0.81 0.343
C 2.77 -3.20 -2.90 -0.557
H 2.45 -4.19 -3.24 0.360
C 3.17 -2.22 -3.81 -0.499
H 3.17 -2.44 -4.89 0.374
C 3.59 -0.96 -3.35 -0.635
H 3.91 -0.19 -4.05 0.389
C 3.60 -0.69 -1.98 -0.248
H 3.93 0.29 -1.60 0.292
H 2.59 -2.06 0.98 0.338
H 4.24 -1.44 0.78 0.398
C -3.18 -1.28 4.37 -1.290
C -3.10 -1.05 2.92 0.873
O -4.07 -1.18 2.15 -0.612
O -1.86 -0.71 2.52 -0.501
H -4.20 -1.58 4.63 0.378
H -2.92 -0.37 4.92 0.268
H -2.49 -2.07 4.68 0.256
```

***

DFT (ωB97M-V/def2-TZVPD) results for the ion C4H8N with charge +1.

Results
- ΔE to the lowest compared entry with this formula, charge and spin (kJ/mol) = 328.68
- SMILES string = C=C[NH+]1CC1
- strongest force on any atom (eV Å⁻¹) = 4.316
- HOMO-LUMO gap (eV) = 11.0
- net charge = +1

The geometry in XYZ format:
```
13
Properties=species:S:1:pos:R:3:nbo_charge:R:1
C 0.72 1.44 -1.24 -0.322
C -0.35 0.65 -1.33 -0.016
N -0.01 -0.58 -0.22 -0.491
C 0.31 -0.37 1.45 -0.063
C -0.84 -1.11 0.89 -0.256
H 0.78 2.44 -1.42 0.238
H 1.44 1.09 -0.53 0.202
H -1.11 0.68 -2.12 0.271
H 0.42 -1.42 -0.84 0.463
H 0.26 0.65 1.65 0.236
H 1.13 -0.82 1.81 0.227
H -1.63 -0.42 1.03 0.235
H -1.12 -2.22 0.87 0.277
```

***

DFT (ωB97M-V/def2-TZVPD) results for a structure of composition C14H2Cl5N2ReS6Sb.

Results
- ΔE to the lowest compared entry with this formula, charge and spin (kJ/mol) = 152.48
- strongest force on any atom (eV Å⁻¹) = 0.162
- HOMO-LUMO gap (eV) = 5.1
- net charge = +1

The geometry in XYZ format:
```
31
Properties=species:S:1:pos:R:3:nbo_charge:R:1
Re -1.50 0.55 0.15 0.261
S -1.20 -0.81 2.01 0.246
C 0.48 -1.01 2.34 -0.223
C 0.89 -1.72 3.47 -0.152
C 2.25 -1.87 3.71 -0.044
C 2.68 -2.59 4.87 0.232
N 2.99 -3.15 5.82 -0.213
C 3.19 -1.32 2.81 -0.115
C 2.77 -0.63 1.69 -0.140
C 1.40 -0.48 1.46 -0.203
S 0.84 0.37 0.05 0.223
C 4.60 -1.47 3.06 0.232
N 5.73 -1.56 3.23 -0.207
H 0.18 -2.14 4.16 0.255
H 3.50 -0.22 1.01 0.255
S -4.42 2.28 -2.53 -0.449
Sb -4.76 1.82 -0.42 1.331
S -3.51 -0.37 -0.08 -0.103
S -1.81 2.47 0.83 0.257
S -5.75 2.33 1.44 -0.411
Cl -1.06 -1.82 -1.74 0.117
C -0.95 -0.33 -2.60 0.038
C -0.97 0.86 -1.86 -0.324
C -0.77 2.07 -2.55 -0.060
Cl -0.62 3.58 -1.76 0.091
C -0.67 2.07 -3.94 -0.089
Cl -0.48 3.53 -4.80 0.113
C -0.72 0.87 -4.66 -0.042
Cl -0.61 0.87 -6.36 0.136
C -0.85 -0.35 -3.98 -0.126
Cl -0.87 -1.83 -4.83 0.113
```

***

DFT (ωB97M-V/def2-TZVPD) results for a structure of composition C42H30BrN4O4STi.

Results
- ΔE to the lowest compared entry with this formula, charge and spin (kJ/mol) = 17.46
- strongest force on any atom (eV Å⁻¹) = 2.530
- HOMO-LUMO gap (spin up / spin down) (eV) = 4.7 / 4.2
- net charge = -1

The geometry in XYZ format:
```
83
Properties=species:S:1:pos:R:3:mulliken_charge:R:1
Ti -0.21 -0.51 0.24 -1.819
C -2.53 0.46 -2.67 -1.246
O -1.27 0.01 -2.20 0.537
C -0.29 -0.21 -3.13 0.505
C -0.41 0.13 -4.47 -0.634
C 0.62 -0.16 -5.36 -0.802
C 1.76 -0.78 -4.88 -0.935
C 1.88 -1.11 -3.53 -0.826
C 0.87 -0.82 -2.61 -0.087
N 0.96 -1.14 -1.26 2.287
N 2.18 -1.81 -1.01 -0.412
C 2.44 -2.31 0.19 -1.435
C 1.59 -2.36 1.32 0.773
O 0.29 -1.98 1.16 0.364
C 2.02 -2.83 2.56 -0.407
C 3.29 -3.32 2.76 -1.406
C 4.18 -3.38 1.66 0.805
C 5.48 -3.93 1.79 -0.953
C 6.34 -4.00 0.72 -0.499
C 5.93 -3.53 -0.54 -0.932
C 4.68 -2.98 -0.69 -0.271
C 3.77 -2.89 0.39 0.463
H -3.22 0.40 -1.84 0.238
H -2.47 1.49 -3.03 0.275
H -2.89 -0.18 -3.48 0.488
H -1.31 0.61 -4.83 0.423
H 0.52 0.11 -6.41 0.404
H 2.57 -1.03 -5.56 0.395
H 2.76 -1.60 -3.15 0.362
H 1.30 -2.81 3.37 0.475
H 3.61 -3.66 3.74 0.306
H 5.79 -4.29 2.77 0.381
H 7.33 -4.43 0.85 0.374
H 6.60 -3.58 -1.39 0.402
H 4.35 -2.60 -1.65 0.383
Br 2.41 1.28 -0.03 -0.096
C 2.20 1.97 1.72 0.407
C 3.09 2.91 2.13 -0.789
C 2.98 3.43 3.44 -0.658
C 2.01 2.98 4.28 -0.927
C 1.09 1.98 3.86 1.097
C 0.10 1.49 4.75 -1.090
C -0.75 0.51 4.34 -1.310
C -0.66 -0.01 3.03 -0.283
C 0.25 0.44 2.10 1.250
C 1.16 1.45 2.54 0.160
H 3.87 3.25 1.47 0.430
H 3.69 4.19 3.78 0.377
H 1.92 3.37 5.29 0.358
H 0.05 1.90 5.75 0.324
H -1.49 0.11 5.02 0.482
H -1.35 -0.82 2.77 0.435
O -3.66 -3.02 -0.54 -0.814
S -2.50 -2.82 0.30 1.434
O -2.60 -3.21 1.68 -0.779
N -2.07 -1.23 0.20 1.628
C -2.99 -0.28 0.66 -0.232
C -4.28 -0.53 1.09 -0.407
C -5.12 0.53 1.48 -0.965
C -4.72 1.83 1.43 -1.022
C -3.42 2.13 0.97 1.369
C -2.93 3.44 0.82 -1.035
C -1.69 3.65 0.33 -1.243
C -0.88 2.54 0.01 -0.581
N -1.27 1.31 0.17 1.339
C -2.55 1.08 0.60 -0.385
C -1.17 -3.65 -0.47 -0.041
C -0.40 -4.54 0.27 -0.269
C 0.67 -5.16 -0.36 -0.613
C 0.96 -4.89 -1.69 -0.526
C 0.16 -4.01 -2.42 -0.668
C -0.91 -3.39 -1.81 -0.321
H -4.64 -1.55 1.13 0.548
H -6.12 0.30 1.82 0.384
H -5.38 2.64 1.72 0.405
H -3.57 4.27 1.10 0.430
H -1.29 4.65 0.19 0.459
H 0.13 2.68 -0.36 0.660
H -0.61 -4.68 1.32 0.421
H 1.31 -5.83 0.21 0.333
H 1.82 -5.35 -2.16 0.380
H 0.40 -3.78 -3.45 0.339
H -1.53 -2.69 -2.36 0.627
```

***

DFT (ωB97M-V/def2-TZVPD) results for an isolated molecule of C5H4N2.

Results
- ΔE to the lowest compared entry with this formula, charge and spin (kJ/mol) = 646.35
- strongest force on any atom (eV Å⁻¹) = 1.803
- HOMO-LUMO gap (spin up / spin down) (eV) = 7.2 / 7.0

The geometry in XYZ format:
```
11
Properties=species:S:1:pos:R:3:nbo_charge:R:1
C 2.50 -0.21 -0.04 -0.035
C 1.12 -0.12 0.25 -0.319
C 0.29 -1.14 0.70 0.037
C -1.05 -1.11 0.53 -0.117
N -1.53 -0.15 -0.33 -0.364
N -0.91 1.02 -0.44 -0.189
C 0.32 1.10 -0.04 0.019
H 2.74 0.42 -0.92 0.134
H -1.78 -1.72 1.07 0.219
H -2.44 -0.19 -0.78 0.405
H 0.74 2.10 0.01 0.211
```

***

DFT (ωB97M-V/def2-TZVPD) results for an isolated molecule of C3H12N4.

Results
- ΔE to the lowest compared entry with this formula, charge and spin (kJ/mol) = 591.65
- SMILES string = CCNCN(N)N
- strongest force on any atom (eV Å⁻¹) = 7.528
- HOMO-LUMO gap (eV) = 7.8

The geometry in XYZ format:
```
19
Properties=species:S:1:pos:R:3:nbo_charge:R:1
C -2.56 0.49 -0.02 -0.644
C -1.87 -0.80 0.38 -0.263
N -0.28 -0.89 -0.52 -0.566
C 0.23 -0.53 0.72 -0.007
N 1.75 0.15 0.06 -0.281
N 1.60 1.49 -0.36 -0.687
N 3.02 -0.38 -0.29 -0.682
H -2.68 0.55 -1.11 0.212
H -3.55 0.55 0.43 0.220
H -1.98 1.35 0.29 0.217
H -1.92 -0.97 1.45 0.211
H -2.30 -1.69 -0.08 0.211
H -0.31 -0.10 -1.16 0.361
H 0.57 -1.37 1.31 0.195
H -0.01 0.35 1.31 0.189
H 1.69 1.57 -1.38 0.312
H 2.36 2.04 0.05 0.340
H 3.08 -0.59 -1.29 0.313
H 3.16 -1.25 0.22 0.349
```